# 1
Molecular formula: C11H22N2O6
Method: DFT, ωB97M-V/def2-TZVPD

Element x y z (Å)
O (-0.456, -1.265, 5.054)
O (-0.292, 0.993, -2.384)
O (-4.449, 0.882, 2.944)
O (-3.974, 2.639, 1.646)
O (0.722, -0.196, 3.476)
O (0.640, 2.706, -1.309)
N (2.936, 1.591, -0.963)
N (-2.605, 1.286, -0.088)
C (-3.855, 1.362, 2.008)
C (0.684, 1.512, -1.902)
C (1.336, -1.128, -0.601)
C (2.097, 0.895, -1.948)
C (-2.854, 0.561, 1.161)
C (-1.678, -0.389, 3.231)
C (2.104, -0.644, -1.835)
C (1.803, -2.830, -3.139)
C (-1.539, 0.399, 1.934)
C (1.614, -1.314, -3.127)
C (-0.342, -0.584, 3.898)
H (-0.817, -0.111, 1.285)
H (-2.358, 0.101, 3.934)
H (2.168, -0.881, -3.972)
H (2.884, 1.126, -0.060)
H (-3.301, -0.432, 1.003)
H (0.262, -0.950, -0.724)
H (1.491, -2.198, -0.436)
H (-1.666, 1.116, -0.434)
H (-3.254, 1.001, -0.815)
H (-1.119, 1.390, 2.144)
H (1.166, -3.325, -2.398)
H (3.164, -0.918, -1.707)
H (-3.408, 2.732, 0.845)
H (0.443, -1.341, 5.412)
H (1.545, -3.243, -4.120)
H (1.555, 2.869, -0.987)
H (2.488, 1.165, -2.938)
H (3.911, 1.580, -1.246)
H (-2.113, -1.380, 3.050)
H (1.661, -0.617, 0.316)
H (0.562, -1.057, -3.281)
H (2.843, -3.105, -2.925)

Properties
LUMO level	0.5	eV
HOMO energy	-9.8	eV
gap between HOMO and LUMO	10.230	eV



# 2
Molecular formula: C11H22N3
Method: DFT, ωB97M-V/def2-TZVPD

Element x y z (Å)
N (-1.543, 2.854, -0.799)
N (3.439, -0.020, -0.492)
N (0.860, 0.523, 0.171)
C (1.199, 0.798, -1.208)
C (-0.925, 1.100, 1.988)
C (2.886, -0.641, 0.743)
C (-0.455, 0.988, 0.593)
C (2.411, -0.084, -1.563)
C (-0.956, 2.025, -0.216)
C (1.904, 0.467, 1.138)
C (-3.055, -1.147, 0.819)
C (-2.140, -0.770, -0.258)
C (-1.092, -1.880, -0.484)
C (-2.695, 0.127, -1.383)
H (3.621, 0.970, -0.319)
H (-3.211, -0.285, 1.520)
H (-3.060, -0.541, -2.166)
H (-3.574, 0.733, -0.992)
H (1.342, 1.776, -1.603)
H (-1.638, -2.871, -0.410)
H (-1.939, 0.827, -1.774)
H (4.279, -0.330, -0.831)
H (2.355, -1.195, -1.719)
H (3.664, -0.782, 1.516)
H (-3.955, -1.259, 0.302)
H (0.312, 0.326, -1.683)
H (2.353, 1.479, 1.507)
H (2.696, 0.349, -2.445)
H (-0.623, -1.784, -1.456)
H (2.256, -1.542, 0.644)
H (-0.221, 1.675, 2.539)
H (-2.636, -1.991, 1.508)
H (-0.278, -1.954, 0.309)
H (1.401, 0.213, 2.032)
H (-1.083, 0.206, 2.549)
H (-1.897, 1.639, 1.923)

Properties
LUMO level (spin up / spin down)	-3.2 / -3.2	eV
charge	+1
HOMO energy (spin up / spin down)	-10.1 / -10.3	eV
gap between HOMO and LUMO (spin up / spin down)	6.947 / 7.154	eV



# 3
Molecular formula: C11H22N3O
Method: DFT, ωB97M-V/def2-TZVPD

Element x y z (Å)
O (-2.474, 2.677, -0.454)
N (-3.018, 0.633, 0.349)
N (-0.399, 0.789, 1.382)
N (-0.749, -0.537, -0.692)
C (0.189, -2.655, -0.154)
C (2.744, -1.153, 0.887)
C (-0.692, 1.201, 0.008)
C (-2.159, 1.551, -0.125)
C (1.501, -1.243, -1.801)
C (-1.270, -0.527, -2.014)
C (1.418, -0.571, 0.607)
C (0.242, 2.132, -0.623)
C (0.546, -1.196, -0.463)
C (-0.587, 1.941, 2.280)
C (0.911, 0.202, 1.540)
H (-0.605, 1.568, 3.208)
H (2.016, -0.210, -1.885)
H (1.074, -1.615, -2.643)
H (-0.189, -3.022, -1.059)
H (-0.446, 2.823, -1.186)
H (2.334, -1.830, -1.460)
H (-0.658, -2.700, 0.628)
H (-2.369, -0.235, -2.117)
H (-1.179, -1.644, -2.329)
H (0.846, 2.659, 0.060)
H (-1.065, 0.164, 1.828)
H (3.365, -1.118, 0.028)
H (1.104, -3.101, 0.124)
H (3.262, -0.563, 1.593)
H (-1.541, 2.308, 1.983)
H (2.763, -2.098, 1.266)
H (-3.959, 0.686, 0.215)
H (-0.032, 2.830, 2.104)
H (1.061, 1.554, -1.155)
H (1.625, 0.464, 2.343)
H (-0.904, 0.190, -2.758)
H (-2.705, -0.353, 0.490)

Properties
LUMO level	-2.9	eV
charge	+1
HOMO energy	-12.6	eV
gap between HOMO and LUMO	9.742	eV



# 4
Molecular formula: C11H22NO3
Method: DFT, ωB97M-V/def2-TZVPD

Element x y z (Å)
O (0.210, -0.253, 0.296)
O (-0.839, -1.938, 1.437)
O (-1.647, -3.281, 3.174)
N (1.102, -1.156, 2.501)
C (0.443, 3.328, -4.010)
C (0.765, 0.464, -2.739)
C (1.475, -0.476, -1.764)
C (-1.046, 0.212, 2.324)
C (0.168, 1.698, -2.066)
C (0.541, -1.171, -0.782)
C (-0.265, -0.727, 1.406)
C (-0.524, 2.636, -3.057)
C (-1.042, -2.117, 2.869)
C (0.434, -2.124, 3.372)
C (-1.718, -0.789, 3.275)
H (2.229, 0.079, -1.203)
H (-1.061, 3.400, -2.490)
H (0.923, 2.615, -4.675)
H (-1.562, -0.566, 4.327)
H (-0.416, 0.946, 2.819)
H (-2.561, -3.313, 2.861)
H (-1.262, 2.074, -3.632)
H (1.847, -1.568, 1.939)
H (-0.560, 1.383, -1.316)
H (-2.791, -0.854, 3.094)
H (0.486, -1.849, 4.423)
H (1.007, -2.063, -0.352)
H (-0.091, 4.049, -4.623)
H (-0.392, -1.468, -1.267)
H (1.494, 0.781, -3.484)
H (-0.023, -0.084, -3.259)
H (1.983, -1.256, -2.334)
H (-1.767, 0.756, 1.714)
H (0.824, -3.134, 3.243)
H (0.960, 2.245, -1.549)
H (1.464, -0.336, 2.983)
H (1.214, 3.857, -3.455)

Properties
LUMO level	-2.8	eV
charge	+1
HOMO energy	-13.5	eV
gap between HOMO and LUMO	10.695	eV



Values of max |F|, in order: 0.42, 4.18, 5.87, 0.98, all in eV/Å.